Record 1
Density functional theory data (wB97M-V/def2-TZVPD) for a molecular structure, C2H6LiO3 in a non-equilibrium geometry.

```
12
Properties=species:S:1:pos:R:3:forces:R:3
C 0.086 -2.907 -0.237 -0.50 -0.86 -0.01
O 1.102 -1.896 -0.245 -0.16 0.55 0.35
C 0.904 -0.778 -0.945 2.19 1.35 -1.10
O 1.754 0.125 -0.751 0.09 -2.46 -0.21
Li 2.902 -1.205 0.253 -0.02 0.37 -0.07
H 0.570 -3.852 -0.501 -0.21 0.19 0.05
H -0.327 -2.960 0.776 0.06 0.02 -0.31
H -0.699 -2.663 -0.963 0.22 -0.06 0.20
H 0.244 -0.846 -1.823 -0.01 0.09 0.57
O -0.473 0.920 -0.566 2.82 1.73 0.53
H -0.661 0.758 0.365 -0.35 0.35 0.21
H 0.544 1.339 -0.531 -4.14 -1.27 -0.20
```
Forces are in eV/Å.

Properties
strongest force on any atom: 4.33 eV/Å
total charge: +1
E_tot: -8512.13275 eV
frontier orbital gap: 10.68 eV

Record 2
Density functional theory data (wB97M-V/def2-TZVPD) for a molecular structure, C29H25GeN4O4PdS in a non-equilibrium geometry.

```
65
Properties=species:S:1:pos:R:3:forces:R:3
Pd 0.614 -0.997 -0.863 1.31 0.68 0.95
N -2.313 -4.730 3.260 -0.10 0.06 0.05
C -2.161 -4.098 2.009 0.01 0.04 -0.10
C -1.467 -2.894 1.915 0.02 0.01 0.03
C -1.363 -2.229 0.707 -0.14 0.11 -0.01
C -1.940 -2.776 -0.431 0.02 0.23 -0.17
C -2.638 -3.967 -0.348 0.07 -0.04 -0.09
C -2.747 -4.630 0.865 0.01 -0.01 0.11
S -1.992 -1.909 -2.021 -1.01 -0.13 -0.56
O -2.597 -2.860 -2.940 0.20 -0.06 0.13
O -2.789 -0.730 -1.748 0.22 0.06 0.03
N -0.583 -1.402 -2.638 -0.38 -0.05 0.60
C 0.497 -2.238 -2.577 0.31 -1.09 -0.99
N 1.578 -1.911 -3.354 -0.25 0.00 -0.21
C 2.550 -2.797 -3.409 -0.05 0.07 0.09
C 2.535 -4.017 -2.738 -0.03 0.00 0.06
C 1.438 -4.232 -1.920 0.17 0.08 0.00
N 0.428 -3.384 -1.834 -0.12 -0.05 -0.30
H -1.587 -4.485 3.914 0.05 -0.05 0.01
H -2.436 -5.728 3.200 0.07 -0.04 -0.02
H -1.005 -2.470 2.799 0.00 0.05 0.00
H -0.825 -1.271 0.659 -0.38 -0.33 0.15
H -3.083 -4.359 -1.253 0.01 -0.06 0.05
H -3.290 -5.568 0.931 -0.02 0.01 -0.03
H 3.410 -2.508 -4.010 0.01 -0.05 -0.02
H 3.354 -4.718 -2.806 0.02 0.02 0.06
H 1.368 -5.111 -1.285 0.00 -0.02 -0.05
O 4.391 -2.156 -0.025 -0.01 0.11 0.22
C 3.355 -1.494 -0.132 0.13 -0.32 -0.30
O 2.264 -1.646 0.514 -0.06 0.23 -0.16
H 3.337 -0.702 -0.924 -0.02 0.03 0.21
C 4.121 4.024 1.254 -0.01 0.01 0.03
C 4.101 3.469 -0.018 0.05 0.07 -0.01
C 3.013 2.712 -0.428 -0.06 -0.08 -0.07
C 1.913 2.485 0.404 0.04 -0.25 -0.13
C 1.953 3.062 1.674 -0.08 0.00 -0.05
C 3.039 3.819 2.098 0.05 0.06 0.01
Ge 0.398 1.323 -0.284 -0.28 0.98 0.59
C -0.593 2.712 -1.341 0.10 -0.21 -0.06
C -0.325 4.078 -1.254 0.02 -0.03 0.07
C -1.031 5.003 -2.014 -0.03 0.05 -0.02
C -2.026 4.572 -2.882 -0.01 0.01 -0.01
C -2.310 3.216 -2.977 -0.04 0.06 -0.03
C -1.597 2.296 -2.218 -0.01 -0.01 0.01
C -0.694 1.324 1.418 0.17 -0.05 -0.03
C -1.906 1.980 1.620 0.04 0.00 -0.12
C -2.568 1.915 2.841 -0.06 0.04 0.05
C -2.022 1.199 3.897 -0.02 0.00 0.01
C -0.816 0.533 3.716 -0.02 -0.01 0.06
C -0.172 0.587 2.489 0.02 -0.02 -0.05
H 4.976 4.603 1.587 -0.01 0.01 -0.01
H 4.942 3.626 -0.686 -0.02 -0.04 -0.02
H 3.015 2.271 -1.421 0.05 0.00 0.01
H 1.116 2.919 2.347 0.01 0.00 0.03
H 3.039 4.255 3.092 -0.01 -0.02 0.00
H 0.448 4.423 -0.575 0.00 0.04 -0.03
H -0.809 6.062 -1.933 0.02 -0.01 0.02
H -2.576 5.291 -3.481 0.00 0.00 0.01
H -3.088 2.874 -3.651 0.01 -0.03 0.01
H -1.831 1.240 -2.296 0.00 0.00 -0.04
H -2.340 2.546 0.802 -0.02 0.01 0.03
H -3.514 2.430 2.974 0.00 -0.01 -0.03
H -2.536 1.153 4.851 0.00 0.00 0.00
H -0.384 -0.030 4.538 0.02 -0.02 -0.04
H 0.760 0.043 2.341 -0.02 0.00 0.05
```
Forces are in eV/Å.

Properties
strongest force on any atom: 1.76 eV/Å
total charge: -2
E_tot: -115460.90037 eV
⟨S²⟩: 0.7587
frontier orbital gap (spin up / spin down): 5.47 / 6.75 eV
energy above the lowest of the compared OMol25 structures with the same formula, charge and spin: 0.0 kJ/mol
2S+1: 2

Record 3
Density functional theory data (wB97M-V/def2-TZVPD) for a molecular structure, C28H47BrNP3Sr in a non-equilibrium geometry.

```
81
Properties=species:S:1:pos:R:3:forces:R:3
C 1.879 4.049 -0.311 -0.15 0.06 -0.41
C 0.867 3.470 -1.105 0.97 -0.32 -0.44
C 1.087 3.328 -2.489 0.14 0.33 0.25
C 2.269 3.850 -3.026 -0.31 -0.36 0.44
N 3.216 4.403 -2.269 0.00 0.40 -0.06
C 3.023 4.535 -0.955 -0.45 -0.50 0.00
C -0.365 3.023 -0.533 -2.64 -0.18 1.11
C -1.487 2.790 -0.063 2.30 0.94 -0.86
C -2.781 2.796 0.568 -0.53 -0.51 0.53
C -3.304 1.639 1.200 0.18 0.38 -0.46
C -4.571 1.656 1.765 0.14 0.01 0.14
C -5.306 2.841 1.746 -0.42 0.11 -0.11
C -4.811 4.007 1.146 0.08 -0.37 0.19
C -3.543 3.984 0.583 0.42 -0.14 -0.19
Sr -0.261 0.797 1.389 0.69 -0.39 -0.86
P 2.386 -0.304 -0.107 0.79 0.08 -0.26
H 0.354 2.840 -3.130 0.08 0.22 0.16
H 1.775 4.137 0.771 -0.07 0.12 -0.28
H 2.438 3.804 -4.104 0.11 0.00 0.33
H 3.802 5.039 -0.380 -0.11 -0.19 -0.21
H -3.106 4.882 0.139 -0.29 -0.31 0.09
H -2.760 0.678 1.195 -0.46 0.33 -0.19
H -5.408 4.918 1.116 0.15 -0.28 0.09
H -4.986 0.749 2.205 0.06 0.33 -0.06
C 3.042 -2.007 0.222 -0.50 -0.07 0.23
C 4.168 -2.575 -0.636 0.36 -0.20 -0.08
H 2.162 -2.666 0.138 0.25 0.07 0.11
H 3.343 -2.018 1.281 -0.17 -0.03 -0.16
H 4.347 -3.613 -0.328 -0.04 0.20 -0.10
H 3.928 -2.598 -1.705 -0.02 0.07 0.21
H 5.120 -2.045 -0.508 -0.32 -0.05 -0.04
C 2.712 -0.047 -1.918 -0.65 0.04 0.02
C 4.089 0.413 -2.390 0.28 0.02 -0.24
H 1.963 0.700 -2.226 0.19 -0.23 -0.06
H 2.435 -0.987 -2.422 0.01 0.26 0.15
H 4.061 0.507 -3.485 0.04 0.01 0.27
H 4.362 1.402 -1.996 -0.07 -0.28 -0.02
H 4.891 -0.300 -2.155 -0.31 0.23 -0.03
C 3.616 0.801 0.711 -0.13 0.09 0.17
C 5.070 0.352 0.815 0.44 0.22 0.11
H 3.224 0.965 1.730 0.17 0.05 -0.14
H 3.549 1.772 0.199 -0.01 -0.15 0.11
H 5.626 1.120 1.369 -0.04 -0.23 -0.09
H 5.182 -0.589 1.367 -0.07 0.19 -0.13
H 5.563 0.247 -0.159 -0.25 0.01 0.29
Br -7.048 2.840 2.504 0.50 0.04 -0.20
P -1.346 -1.227 -0.936 -0.35 0.35 0.29
C -0.407 -2.218 -2.169 0.47 0.08 0.13
C -1.087 -3.451 -2.756 -0.02 -0.25 -0.31
H 0.523 -2.518 -1.655 -0.26 0.06 -0.22
H -0.101 -1.533 -2.976 -0.05 -0.09 0.26
H -0.371 -3.968 -3.409 -0.17 0.06 0.16
H -1.394 -4.163 -1.981 0.05 0.15 -0.18
H -1.959 -3.203 -3.376 0.25 -0.05 0.27
C -2.472 -2.428 -0.098 -0.05 -0.03 0.14
C -3.787 -2.791 -0.778 -0.42 -0.37 -0.01
H -2.699 -1.991 0.891 0.06 -0.14 -0.21
H -1.888 -3.340 0.102 -0.06 0.25 0.00
H -4.359 -3.450 -0.109 0.08 0.15 -0.17
H -4.418 -1.917 -0.976 0.20 -0.14 0.02
H -3.650 -3.343 -1.717 0.04 0.24 0.26
C -2.451 -0.134 -1.938 0.10 0.10 0.04
C -2.922 -0.646 -3.296 -0.36 0.12 -0.27
H -1.884 0.804 -2.068 -0.18 -0.24 -0.03
H -3.316 0.130 -1.310 0.21 -0.07 -0.08
H -3.516 0.143 -3.777 0.15 -0.20 0.02
H -2.085 -0.878 -3.966 -0.19 0.02 0.17
H -3.572 -1.527 -3.216 0.28 0.25 0.00
C 0.706 -1.210 5.253 0.45 0.38 0.12
P -0.204 -1.129 3.673 -0.51 -1.02 0.92
C -0.276 -2.906 3.220 0.19 -0.08 -0.35
C -1.921 -0.859 4.288 -0.11 0.32 -0.04
H 1.737 -1.549 5.078 -0.27 0.08 0.05
H 0.224 -1.892 5.968 0.05 0.16 -0.32
H 0.758 -0.207 5.700 0.00 -0.29 -0.05
H -0.502 -3.544 4.086 0.02 0.28 -0.20
H -1.033 -3.072 2.440 0.18 0.04 0.22
H 0.698 -3.202 2.808 -0.22 -0.02 0.12
H -2.101 -1.409 5.223 0.03 0.12 -0.32
H -2.073 0.214 4.479 -0.06 -0.28 0.10
H -2.661 -1.173 3.538 0.17 0.02 0.17
```
Forces are in eV/Å.

Properties
strongest force on any atom: 2.87 eV/Å
total charge: +2
E_tot: -130019.96201 eV
frontier orbital gap: 8.06 eV
energy above the lowest of the compared OMol25 structures with the same formula, charge and spin: 0.0 kJ/mol

Which of these has the highest strongest force on any atom? C2H6LiO3